Run i
{
  "formula": "C3H6N2O2S",
  "method": "ωB97M-V/def2-TZVPD",
  "species": ["C", "N", "O", "C", "C", "O", "N", "S", "H", "H", "H", "H", "H", "H"],
  "coordinates": [[0.456, 1.742, 0.229], [-0.517, 0.639, 0.152], [-1.632, 1.042, -0.609], [-0.138, -0.651, -0.051], [-1.244, -1.659, -0.137], [-2.387, -1.438, 0.281], [0.981, -1.248, -0.128], [2.545, -0.534, -0.130], [1.185, 1.405, 1.001], [0.915, 1.994, -0.742], [-0.062, 2.586, 0.592], [-2.359, 0.536, -0.149], [-0.989, -2.674, -0.513], [3.245, -1.740, 0.202]],
  "smiles": "CN(O)/C(C=O)=N\\S",
  "gap_ev": 8.560,
  "lumo_energy_ev": -0.15,
  "total_charge": 0
}

***

Run ii
{
  "formula": "C3H6N2O2S",
  "method": "ωB97M-V/def2-TZVPD",
  "species": ["C", "C", "C", "H", "H", "H", "H", "H", "H", "N", "N", "O", "O", "S"],
  "coordinates": [[2.167, -0.909, 0.419], [0.512, 0.254, -0.988], [-2.492, 1.342, 0.234], [2.785, -1.157, -0.741], [2.726, -0.062, 1.406], [1.775, -2.064, 1.146], [-1.384, -0.822, 0.255], [-3.314, 0.979, 1.080], [-2.567, 2.266, -0.648], [0.740, -0.439, 0.052], [-1.616, 0.412, 0.268], [-0.045, -1.492, 0.532], [-0.790, 0.588, -1.033], [1.502, 1.104, -1.983]],
  "gap_ev": 6.749,
  "lumo_energy_ev": -1.20,
  "total_charge": 0
}

***

Run iii
{
  "formula": "C3H6N2O2S",
  "method": "ωB97M-V/def2-TZVPD",
  "species": ["C", "C", "N", "O", "O", "C", "N", "S", "H", "H", "H", "H", "H", "H"],
  "coordinates": [[1.293, 1.475, -0.041], [0.674, 0.168, -0.103], [1.314, -0.964, 0.015], [2.633, -0.705, 0.329], [-0.665, 0.106, -0.192], [-1.307, -1.049, -0.148], [-2.580, -1.153, -0.030], [-3.422, 0.297, 0.258], [1.642, 1.754, 0.967], [0.614, 2.243, -0.342], [2.173, 1.510, -0.671], [2.951, -1.560, 0.575], [-0.716, -1.973, -0.349], [-4.603, -0.148, -0.269]],
  "smiles": "C/C(=N\\O)O/C=N\\S",
  "gap_ev": 9.374,
  "lumo_energy_ev": 0.77,
  "total_charge": 0
}

***

Run iv
{
  "formula": "C3H6N2O2S",
  "method": "ωB97M-V/def2-TZVPD",
  "species": ["C", "C", "N", "S", "C", "O", "N", "O", "H", "H", "H", "H", "H", "H"],
  "coordinates": [[0.350, 2.265, -0.893], [-0.269, 0.910, -0.893], [-0.067, -0.064, -0.076], [1.054, 0.120, 1.166], [0.854, -1.461, 1.933], [0.095, -2.317, 1.580], [-1.128, 0.643, -1.950], [-1.833, -0.550, -1.866], [-0.020, 2.919, -1.703], [0.169, 2.735, 0.065], [1.426, 2.192, -1.012], [1.542, -1.560, 2.807], [-1.796, 1.366, -2.193], [-1.520, -0.959, -1.032]],
  "smiles": "C/C(=N\\SC=O)NO",
  "gap_ev": 9.286,
  "lumo_energy_ev": 0.66,
  "total_charge": 0
}

***

Short version: run iv, run iii, run i, run ii, most stable first.

***

Run i
{
  "formula": "C8H8N4O4",
  "method": "ωB97M-V/def2-TZVPD",
  "species": ["O", "C", "C", "C", "N", "C", "O", "N", "H", "H", "H", "H", "O", "C", "C", "C", "N", "C", "O", "N", "H", "H", "H", "H"],
  "coordinates": [[-1.952, -1.370, -0.358], [-2.950, -0.703, -0.228], [-3.048, 0.797, -0.751], [-4.048, 1.613, -0.153], [-5.208, 1.052, 0.174], [-5.486, -0.232, 0.147], [-6.581, -0.800, 0.374], [-4.281, -1.073, 0.339], [-2.095, 1.290, -1.003], [-3.814, 2.668, -0.345], [-6.074, 1.541, 0.003], [-4.602, -2.102, 0.420], [3.923, 2.340, -0.339], [4.189, 1.188, -0.142], [5.213, 0.626, 0.759], [5.152, -0.681, 1.043], [4.213, -1.586, 0.375], [3.328, -1.137, -0.642], [2.602, -1.871, -1.335], [3.268, 0.265, -0.686], [5.702, 1.261, 1.503], [5.780, -1.096, 1.770], [4.308, -2.651, 0.378], [2.464, 0.660, -1.305]],
  "smiles": "O=c1cc[nH]c(=O)[nH]1.O=c1cc[nH]c(=O)[nH]1",
  "gap_ev": 9.519,
  "lumo_energy_ev": -0.01,
  "total_charge": 0
}

***

Run ii
{
  "formula": "C8H8N4O4",
  "method": "ωB97M-V/def2-TZVPD",
  "species": ["O", "C", "C", "C", "N", "C", "O", "N", "H", "H", "H", "H", "O", "C", "C", "C", "N", "C", "O", "N", "H", "H", "H", "H"],
  "coordinates": [[2.479, -0.819, 1.667], [1.934, -1.066, 0.621], [1.815, -2.400, -0.108], [1.173, -2.451, -1.280], [0.787, -1.307, -1.947], [0.915, -0.026, -1.407], [0.577, 1.014, -1.976], [1.462, -0.034, -0.122], [2.016, -3.325, 0.416], [1.001, -3.406, -1.663], [0.257, -1.356, -2.793], [1.460, 0.846, 0.411], [-1.004, -1.462, 1.531], [-1.085, -0.236, 1.251], [-0.330, 0.847, 1.864], [-0.321, 2.073, 1.278], [-1.415, 2.366, 0.381], [-2.178, 1.398, -0.288], [-2.891, 1.916, -1.172], [-1.807, 0.038, 0.000], [0.832, 0.484, 2.255], [0.253, 2.982, 1.481], [-1.555, 3.243, 0.034], [-2.284, -0.935, -0.310]],
  "smiles": "O=c1cc[nH]c(=O)[nH]1.O=c1cc[nH]c(=O)[nH]1",
  "gap_ev": 9.314,
  "lumo_energy_ev": -0.22,
  "total_charge": 0
}

***

Short version: run ii, run i, most stable first.

***

Run i
{
  "formula": "C8H8N4O4",
  "method": "ωB97M-V/def2-TZVPD",
  "species": ["O", "C", "C", "C", "N", "C", "O", "N", "H", "H", "H", "H", "O", "C", "C", "C", "N", "C", "O", "N", "H", "H", "H", "H"],
  "coordinates": [[-5.097, -0.733, -0.567], [-4.026, -0.304, -0.272], [-3.231, -1.166, 0.615], [-2.096, -0.627, 1.029], [-1.432, 0.482, 0.346], [-2.313, 1.422, -0.229], [-2.074, 2.695, -0.124], [-3.479, 0.876, -0.742], [-3.692, -2.078, 1.152], [-1.418, -0.968, 2.072], [-0.501, 0.878, 0.697], [-4.233, 1.525, -1.154], [0.777, -1.604, -1.190], [1.747, -0.977, -0.795], [3.075, -1.540, -0.348], [3.979, -0.780, 0.357], [3.798, 0.604, 0.333], [2.673, 1.218, -0.219], [2.590, 2.454, -0.248], [1.780, 0.407, -0.821], [3.126, -2.666, -0.399], [4.871, -1.114, 0.802], [4.344, 1.260, 0.907], [0.834, 0.737, -1.202]],
  "smiles": "O=c1cc[nH]c(=O)[nH]1.O=c1cc[nH]c(=O)[nH]1",
  "gap_ev": 9.817,
  "lumo_energy_ev": 0.20,
  "total_charge": 0
}

***

Run ii
{
  "formula": "C8H8N4O4",
  "method": "ωB97M-V/def2-TZVPD",
  "species": ["O", "C", "C", "C", "N", "C", "O", "N", "H", "H", "H", "H", "O", "C", "C", "C", "N", "C", "O", "N", "H", "H", "H", "H"],
  "coordinates": [[-0.024, 2.843, 0.477], [-0.929, 2.047, 0.322], [-1.879, 1.993, -0.904], [-2.923, 1.255, -0.804], [-3.258, 0.590, 0.393], [-2.444, 0.370, 1.482], [-2.683, -0.093, 2.707], [-1.212, 1.024, 1.318], [-1.465, 2.255, -1.891], [-3.549, 1.042, -1.693], [-4.255, 0.192, 0.478], [-0.631, 1.014, 2.135], [1.565, -0.865, 2.230], [1.944, -0.995, 1.107], [3.091, -1.691, 0.588], [3.333, -1.703, -0.745], [2.287, -1.431, -1.640], [1.098, -0.761, -1.332], [0.221, -0.426, -2.099], [1.031, -0.663, 0.057], [4.000, -1.962, 1.220], [4.256, -1.971, -1.222], [2.300, -1.757, -2.595], [0.125, -0.307, 0.414]],
  "smiles": "O=c1cc[nH]c(=O)[nH]1.O=c1cc[nH]c(=O)[nH]1",
  "gap_ev": 10.069,
  "lumo_energy_ev": 0.33,
  "total_charge": 0
}

***

Short version: run ii, run i, most stable first.

***

Run i
{
  "formula": "C4H3NO2",
  "method": "ωB97M-V/def2-TZVPD",
  "species": ["C", "C", "C", "C", "O", "N", "O", "H", "H", "H"],
  "coordinates": [[2.281, -1.109, -0.119], [1.277, -0.346, 0.133], [-0.147, 0.154, 0.337], [-0.317, 1.521, 0.064], [0.662, 2.266, -0.093], [-0.920, -0.974, 0.164], [-2.167, -0.480, -0.153], [3.203, -1.931, -0.191], [-1.332, 2.183, 0.132], [-2.540, -1.283, -0.273]],
  "smiles": "C#C/C(C=O)=N/O",
  "gap_ev": 8.112,
  "lumo_energy_ev": -1.38,
  "total_charge": 0
}

***

Run ii
{
  "formula": "C4H3NO2",
  "method": "ωB97M-V/def2-TZVPD",
  "species": ["O", "C", "C", "C", "O", "C", "N", "H", "H", "H"],
  "coordinates": [[-0.057, 2.097, -1.163], [0.079, 1.163, -0.470], [0.442, -0.108, -0.958], [0.378, -1.251, -0.298], [0.061, -1.059, 1.095], [-0.398, 0.166, 1.472], [-0.582, 1.262, 0.735], [0.684, -0.127, -2.056], [0.349, -2.408, -0.786], [-0.955, 0.266, 2.429]],
  "smiles": "O=c1ccocn1",
  "gap_ev": 10.296,
  "lumo_energy_ev": 0.25,
  "total_charge": 0
}

***

Run iii
{
  "formula": "C4H3NO2",
  "method": "ωB97M-V/def2-TZVPD",
  "species": ["C", "C", "C", "C", "H", "H", "H", "N", "O", "O"],
  "coordinates": [[-0.714, -0.405, -0.570], [-0.676, -0.602, 0.939], [0.127, 0.854, -0.251], [1.559, 0.528, -0.204], [0.233, -1.238, 1.246], [-1.787, -1.168, 1.427], [0.204, 1.758, -1.008], [2.585, 0.445, -0.911], [-0.943, -1.035, -1.649], [-0.587, 0.863, 0.981]],
  "gap_ev": 10.000,
  "lumo_energy_ev": -0.74,
  "total_charge": 0
}

***

Run iv
{
  "formula": "C4H3NO2",
  "method": "ωB97M-V/def2-TZVPD",
  "species": ["O", "C", "C", "C", "O", "C", "N", "H", "H", "H"],
  "coordinates": [[0.854, -2.646, -0.529], [0.925, -1.405, -0.971], [0.474, -0.122, -0.153], [-0.090, -0.061, 1.063], [-0.936, 1.059, 1.328], [-0.978, 1.552, 0.098], [-0.248, 0.914, -0.847], [1.276, -1.016, -1.854], [0.304, -0.714, 2.006], [-1.583, 2.439, -0.141]],
  "smiles": "O=Cc1cocn1",
  "gap_ev": 9.609,
  "lumo_energy_ev": -0.42,
  "total_charge": 0
}

***

Short version: run ii, run iv, run iii, run i, most stable first.

***

Run i
{
  "formula": "C4H3NO2",
  "method": "ωB97M-V/def2-TZVPD",
  "species": ["H", "N", "C", "C", "C", "C", "O", "O", "H", "H"],
  "coordinates": [[-1.458, 0.769, 2.274], [-1.244, 1.184, 1.370], [-0.417, 0.494, 0.717], [0.045, 0.785, -0.660], [0.838, -0.189, -1.078], [0.619, -1.250, -0.086], [0.405, -2.364, -0.434], [0.157, -0.706, 1.121], [-0.245, 1.676, -1.186], [1.301, -0.399, -2.038]],
  "smiles": "[H]/N=C1/C=CC(=O)O1",
  "gap_ev": 10.349,
  "lumo_energy_ev": -0.34,
  "total_charge": 0
}

***

Run ii
{
  "formula": "C4H3NO2",
  "method": "ωB97M-V/def2-TZVPD",
  "species": ["C", "C", "C", "C", "H", "H", "H", "N", "O", "O"],
  "coordinates": [[1.496, -0.670, 0.018], [-0.008, 0.673, -0.094], [-1.307, 1.023, 0.061], [-0.095, -0.687, -0.163], [1.838, -0.791, 1.131], [2.059, -1.093, -0.791], [-2.007, 1.941, 0.032], [-1.248, -1.237, -0.007], [1.314, 0.900, -0.102], [-2.043, -0.059, -0.085]],
  "gap_ev": 9.785,
  "lumo_energy_ev": 0.69,
  "total_charge": 0
}

***

Short version: run i, run ii, most stable first.